# 1
Molecular formula: C37H42N4P2Pt
Method: DFT, ωB97M-V/def2-TZVPD

The geometry in XYZ format:
```
86
Properties=species:S:1:pos:R:3:lowdin_spin:R:1
Pt -0.170 -1.570 1.185 0.4011
P 1.678 -1.431 -1.285 0.1369
P -2.170 -0.500 -1.291 0.0202
N 3.039 -0.302 -1.963 0.0326
N -2.052 0.953 -2.313 0.0026
N -3.604 -1.022 -2.468 0.0246
N 2.194 -2.676 -2.535 0.0272
C 3.140 -4.578 -3.346 -0.0002
C 2.199 3.059 1.687 0.0002
C -0.627 -0.097 6.441 -0.0007
C -1.050 2.611 2.450 0.0005
C -4.032 -2.346 -2.489 0.3136
C -2.564 2.157 -1.819 0.0273
C -4.994 -2.507 -3.485 0.1332
C -1.349 -1.745 3.106 0.1339
C 3.126 -3.611 -4.391 0.0029
C 0.438 -0.647 -2.334 0.0085
C 1.334 4.290 1.791 0.0001
C -0.709 -1.088 4.185 0.0161
C 0.755 4.223 3.224 0.0001
C -1.764 1.148 -3.676 0.0249
C 0.515 1.868 0.321 0.0088
C 5.108 0.658 -2.007 -0.0001
C -2.533 3.111 -2.820 0.0128
C 3.167 0.421 -3.146 0.0041
C -0.814 2.455 0.963 0.0013
C 4.424 1.038 -3.197 0.0008
C 0.526 -0.504 3.931 0.0022
C 2.509 -2.476 -3.882 0.0024
C 1.859 2.003 0.959 0.0007
C -2.512 -1.568 5.801 -0.0038
C -2.009 2.488 -3.998 0.0156
C 1.101 0.378 4.831 -0.0018
C -0.899 -1.392 -2.237 0.0208
C -0.213 3.101 3.363 0.0001
C 0.523 0.598 6.094 0.0009
C 4.247 -0.174 -1.289 0.0035
C 1.498 -2.713 1.494 0.0757
C -3.153 -2.256 4.780 0.0063
C -2.551 -2.393 3.459 0.0178
C -1.279 -0.943 5.520 0.0043
C 2.587 -3.973 -2.222 0.0039
C -4.285 -0.352 -3.485 0.3083
C -5.131 -1.243 -4.142 0.1225
H 3.213 3.198 2.089 0.0000
H -5.756 -0.969 -4.974 0.0020
H -2.920 -1.410 6.810 0.0000
H -3.623 -3.077 -1.810 0.0122
H 1.994 -2.411 2.439 0.0035
H -5.544 -3.403 -3.723 0.0023
H 0.353 5.214 3.496 0.0000
H 0.396 0.403 -2.024 0.0010
H 1.087 -3.736 1.659 0.0042
H 2.400 -4.335 -1.230 0.0010
H 3.527 -3.714 -5.395 0.0005
H 0.578 2.335 -0.685 0.0000
H -0.760 -2.354 -1.734 0.0062
H -3.092 -3.025 2.754 0.0018
H 0.999 -0.728 2.955 0.0004
H 6.100 0.952 -1.699 0.0000
H 2.245 -2.668 0.678 0.0256
H 1.596 3.972 3.891 0.0000
H -1.938 2.066 2.821 0.0001
H -2.939 2.190 -0.800 0.0004
H 4.806 1.677 -3.989 0.0004
H -1.103 0.048 7.411 0.0002
H 1.917 5.219 1.683 0.0000
H -1.313 -1.592 -3.229 0.0029
H -4.117 0.692 -3.698 0.0049
H -1.831 2.981 -4.947 0.0003
H 2.270 -1.568 -4.421 0.0001
H 2.394 0.453 -3.896 0.0000
H 1.995 0.926 4.558 0.0000
H -2.852 4.136 -2.663 0.0002
H 4.391 -0.702 -0.370 0.0021
H 0.749 -0.646 -3.382 0.0002
H -1.096 3.390 0.434 0.0004
H -1.515 0.291 -4.290 -0.0004
H -0.297 2.719 4.380 0.0000
H 0.940 1.314 6.806 0.0001
H -4.151 -2.654 5.031 0.0012
H 3.503 -5.592 -3.410 0.0000
H 0.574 4.295 0.990 0.0000
H -1.582 1.702 0.699 0.0007
H 0.330 0.772 0.256 0.0126
H 2.566 1.182 0.764 0.0001
```

Kohn-Sham gap (alpha / beta): 4.5724 / 1.8278 eV
Spin multiplicity: 3
ΔE to the lowest compared entry with this formula, charge and spin: 3.375 eV
⟨S²⟩: 2.021

=====

# 2
Molecular formula: C37H43F2N3OPtSb
Method: DFT, ωB97M-V/def2-TZVPD

The geometry in XYZ format:
```
88
Properties=species:S:1:pos:R:3:lowdin_charge:R:1
Pt -0.852 1.680 -0.168 1.1559
Sb 1.170 -0.939 0.272 1.7436
F -4.733 -1.853 -1.192 0.1242
F -3.608 1.016 -4.671 0.1476
O 0.868 0.958 -2.116 -0.2285
N -1.797 0.103 1.168 -0.0220
N -2.291 3.322 0.904 -0.2902
N 0.587 3.337 0.404 -0.3674
C -2.320 0.834 -1.340 -0.1946
C 3.842 -2.268 0.880 -0.1164
C 0.477 -3.451 3.793 -0.0470
C 0.006 -3.717 1.055 -0.0954
C -1.481 -0.076 2.451 -0.1691
C -2.526 1.273 -2.623 -0.0378
C 5.118 -2.431 1.402 -0.0303
C -1.419 4.387 1.421 -0.1612
C 2.729 -2.897 -3.308 -0.0321
C 1.618 -3.526 -3.856 -0.0218
C -3.207 -1.684 2.688 0.0238
C 0.732 -2.385 2.946 -0.1477
C -3.545 -1.479 1.361 0.0564
C 1.123 2.894 1.714 -0.0803
C -0.243 -4.779 1.914 -0.0376
C 0.367 -3.381 -3.266 -0.0435
C -3.088 3.777 -0.253 -0.0595
C -3.453 0.615 -3.426 -0.2450
C 0.589 0.537 -3.483 -0.2525
C 5.668 -1.460 2.227 -0.0309
C -4.006 -0.832 -1.634 -0.1929
C -0.194 4.581 0.558 -0.1710
C 3.674 -0.138 2.018 -0.1300
C 1.762 0.821 -4.399 -0.0421
C -4.203 -0.439 -2.942 0.1223
C 1.721 3.608 -0.500 -0.0604
C 4.948 -0.317 2.543 -0.0452
C 2.596 -2.108 -2.174 -0.1210
C -2.818 -0.565 0.596 -0.2062
C 1.349 -2.004 -1.569 -0.3879
C 0.498 -2.528 1.581 -0.3555
C -0.009 -4.647 3.276 -0.0273
C -3.068 -0.217 -0.794 -0.1193
C -2.159 -0.969 3.252 -0.0149
C -3.164 2.787 1.948 -0.0467
C 3.157 -1.096 1.164 -0.3465
C 0.222 -2.598 -2.131 -0.1601
H -0.190 -5.485 3.935 0.1262
H -2.442 4.095 -1.070 0.0888
H 6.654 -1.606 2.648 0.1271
H 3.460 -1.598 -1.768 0.1089
H 3.703 -3.008 -3.765 0.1270
H 0.385 -0.528 -3.434 0.0917
H -4.369 -2.023 0.934 0.1278
H 1.841 1.882 -4.640 0.0894
H -3.728 4.621 0.026 0.1189
H 1.722 -4.115 -4.757 0.1272
H 5.671 -3.329 1.163 0.1274
H -1.881 -1.085 4.289 0.1345
H -2.579 2.427 2.793 0.0898
H -3.771 -2.389 3.284 0.1392
H -0.500 -3.870 -3.689 0.1239
H 0.324 2.547 2.366 0.0699
H -0.607 -5.712 1.505 0.1242
H -3.764 1.970 1.552 0.0961
H 0.680 -3.354 4.851 0.1239
H 1.627 0.284 -5.337 0.0996
H 1.646 3.716 2.218 0.1247
H -0.303 1.049 -3.840 0.0967
H 2.698 0.480 -3.954 0.0832
H 2.352 2.724 -0.593 0.0933
H 1.411 1.753 -2.201 0.0517
H -4.932 -0.944 -3.562 0.1588
H -1.134 4.148 2.445 0.1264
H 5.369 0.440 3.190 0.1224
H 3.407 -3.048 0.268 0.1078
H -2.007 2.132 -3.033 0.1287
H -0.158 -3.844 -0.004 0.0849
H -0.665 0.520 2.838 0.1111
H 2.339 4.419 -0.105 0.1219
H 1.145 -1.470 3.354 0.1048
H 3.115 0.751 2.281 0.0737
H -3.728 2.969 -0.600 0.0901
H -0.484 4.923 -0.436 0.1294
H 1.356 3.915 -1.481 0.1059
H 0.433 5.363 1.002 0.1531
H -0.759 -2.453 -1.690 0.1026
H 1.834 2.084 1.560 0.0491
H -3.847 3.563 2.310 0.1261
H -1.961 5.339 1.454 0.1559
```

Kohn-Sham gap: 4.6715 eV
ΔE to the lowest compared entry with this formula, charge and spin: 4.088 eV
Total charge: +3

=====

# 3
Molecular formula: C37H43IrN3O4PS5
Method: DFT, ωB97M-V/def2-TZVPD

The geometry in XYZ format:
```
94
Properties=species:S:1:pos:R:3:lowdin_spin:R:1
Ir 0.047 0.811 -0.136 2.2552
S -0.134 0.627 -5.031 0.0011
S 2.174 3.852 2.877 0.0256
S 1.329 -2.550 -2.129 0.0013
S 4.151 0.796 -3.083 0.0010
S 1.515 2.693 0.179 0.2865
P -3.182 0.168 -1.453 0.0108
O -0.602 -3.617 0.548 0.0016
O -0.343 -1.426 0.784 0.0711
O 0.231 0.862 -2.203 0.0892
O -2.732 0.280 0.047 0.0570
N 0.925 -4.229 2.594 0.0003
N -0.715 1.451 1.773 0.2279
N 0.090 2.340 2.453 -0.0110
C 1.754 -1.071 -4.962 0.0010
C -3.103 -1.674 -3.518 0.0009
C -2.392 -1.236 -2.234 0.0052
C -3.001 -0.599 1.116 0.0893
C -4.977 0.011 -1.575 0.0004
C -1.753 1.524 4.032 0.0347
C 4.706 0.065 2.236 0.0001
C 2.433 -0.810 -0.631 0.0154
C -0.146 -2.547 1.182 0.0085
C -5.721 0.914 -0.588 0.0007
C -3.075 -0.898 3.466 0.1029
C 4.660 2.430 -3.186 0.0007
C -4.112 -2.531 2.027 0.1442
C 2.595 -2.060 0.026 0.0020
C 6.061 1.056 3.949 0.0000
C 2.512 1.258 -2.834 0.0018
C 2.040 -3.089 -0.672 0.0081
C 1.769 -0.915 -1.821 0.0278
C 4.974 1.819 4.358 0.0007
C -2.592 2.896 -1.212 0.0030
C 2.589 2.581 4.121 0.0089
C 2.381 2.610 -2.835 0.0012
C 1.086 -0.200 -4.153 0.0036
C 1.249 -1.096 -6.294 0.0004
C 5.932 0.181 2.883 0.0006
C 3.746 1.713 3.716 0.0005
C -1.671 0.951 2.635 0.2578
C -2.682 1.722 -2.195 0.0027
C 3.618 3.287 -3.031 0.0004
C -3.712 -1.760 0.936 0.0017
C -2.548 -0.134 2.373 0.0758
C -3.809 -2.051 3.302 0.0068
C 1.365 0.250 -2.722 0.0149
C 0.223 -0.222 -6.473 0.0002
C 0.568 -2.817 2.488 0.0007
C 3.620 0.816 2.654 0.0012
C 1.071 2.887 1.851 0.1129
H -4.049 -2.171 -3.298 0.0001
H -3.411 1.929 -2.983 0.0002
H -0.334 -0.029 -7.376 0.0000
H -1.710 1.546 -2.659 0.0004
H -2.792 1.559 4.362 0.0053
H 7.010 1.152 4.462 0.0000
H -5.449 0.674 0.439 0.0001
H 1.402 -2.116 2.567 0.0000
H 1.675 2.004 4.260 0.0003
H -3.307 -0.835 -4.184 0.0000
H -3.978 -2.093 -0.057 -0.0028
H 4.608 -0.602 1.389 0.0000
H 2.842 0.128 -0.278 0.0024
H -5.213 0.281 -2.609 0.0000
H 0.945 -4.543 3.554 0.0000
H -4.148 -2.587 4.180 -0.0031
H -1.803 2.731 -0.480 0.0014
H 3.122 -2.184 0.962 -0.0001
H -6.795 0.775 -0.699 0.0001
H 1.646 -1.726 -7.077 0.0001
H -2.473 -2.376 -4.061 0.0000
H 1.427 3.093 -2.687 0.0005
H -2.351 3.798 -1.774 0.0002
H -3.525 3.065 -0.674 0.0003
H -1.353 -0.932 -2.406 0.0033
H 2.671 0.738 2.133 0.0000
H 3.722 4.362 -3.043 0.0001
H -0.154 -2.554 3.266 0.0004
H -1.194 0.920 4.756 0.0132
H -5.501 1.966 -0.764 0.0001
H -5.265 -1.031 -1.452 0.0001
H -1.332 2.519 4.064 0.0011
H 2.803 3.109 5.050 0.0008
H -2.365 -2.042 -1.498 0.0002
H 1.841 -4.400 2.197 0.0000
H 5.701 2.662 -3.339 0.0000
H 2.032 -4.139 -0.427 0.0005
H -0.326 -4.383 1.098 0.0003
H 5.084 2.514 5.183 0.0001
H -4.649 -3.457 1.878 0.0109
H 6.781 -0.399 2.547 0.0000
H 2.597 -1.660 -4.633 0.0001
H -2.847 -0.584 4.473 0.0082
```

Kohn-Sham gap (alpha / beta): 5.1538 / 6.8213 eV
Spin multiplicity: 5
ΔE to the lowest compared entry with this formula, charge and spin: 1.249 eV
⟨S²⟩: 6.037

=====

no.,total energy (hartree)
1,-2455.77398
2,-2233.41567
3,-4337.43863